Formula: C31H27BrCdI2NO7PS2
Source: the Open Molecules 2025 dataset
Level of theory: ωB97M-V with the def2-TZVPD basis set

XYZ file:
```
73
Properties=species:S:1:pos:R:3:lowdin_charge:R:1
Cd -0.27712 -1.82589 -0.07558 1.284
C -4.71480 1.21885 -2.03748 -0.032
C -4.19260 0.57457 -0.78074 -0.242
C -4.68636 0.89799 0.47726 -0.016
C -4.20206 0.25079 1.59881 -0.107
C -3.21487 -0.70522 1.42213 -0.755
Br -2.62465 -1.65996 2.93865 0.824
N -2.68944 -1.00256 0.25016 -0.002
C -3.18636 -0.37844 -0.82467 -0.123
H -5.63174 1.77197 -1.83853 0.079
H -4.92869 0.47025 -2.80157 0.087
H -3.98511 1.91479 -2.45178 0.064
H -5.46308 1.64763 0.58034 0.120
H -4.58543 0.45601 2.58728 0.100
H -2.75140 -0.67075 -1.77560 0.087
I -0.27065 -2.76605 -2.88971 0.833
C -1.22463 -4.64194 -2.65609 -1.139
I -3.25751 -4.47172 -2.08288 0.726
H -0.67486 -5.17383 -1.87978 -0.050
H -1.17868 -5.13372 -3.61770 -0.041
O 2.76443 -0.67159 2.36297 -0.305
S 1.75364 -1.50548 1.76623 0.457
O 0.36879 -1.00376 1.95744 -0.453
O 1.97379 -1.77800 0.33000 -0.413
C 1.72677 -3.05207 2.69676 -0.205
C 2.35396 -2.93860 3.93147 -0.063
C 2.28478 -3.95653 4.87150 -0.069
C 1.57113 -5.10094 4.59157 -0.066
C 0.93991 -5.23977 3.36321 -0.058
C 1.00425 -4.24154 2.39997 -0.207
S 0.15314 -4.66536 0.86617 0.418
O -0.33005 -6.01369 0.99817 -0.305
O 1.11552 -4.46003 -0.19408 -0.378
O -0.98394 -3.69150 0.75052 -0.520
H 2.89682 -2.03004 4.14569 0.105
H 2.78032 -3.83884 5.82706 0.107
H 1.50094 -5.89517 5.32394 0.107
H 0.38365 -6.13436 3.12344 0.107
O -0.12814 0.21485 -1.03498 -0.465
P 0.66662 1.49534 -0.94501 0.806
C 0.75972 2.08529 0.72950 -0.288
C -0.37010 1.86785 1.52154 -0.076
C -0.38117 2.29356 2.83695 -0.058
C 0.72707 2.94864 3.36134 -0.062
C 1.84302 3.18560 2.57212 -0.064
C 1.86457 2.75342 1.25280 -0.075
C 2.30607 1.36550 -1.64960 -0.256
C 2.48946 1.66016 -3.00372 -0.065
C 3.72286 1.44699 -3.60047 -0.075
C 4.77805 0.94537 -2.84975 -0.071
C 4.60319 0.65665 -1.50382 -0.055
C 3.37202 0.85918 -0.90158 -0.073
C -0.17610 2.77343 -1.89275 -0.276
C -0.00811 4.12151 -1.58573 -0.058
C -0.66490 5.09220 -2.32692 -0.070
C -1.49651 4.71958 -3.37489 -0.076
C -1.66819 3.37710 -3.68544 -0.084
C -1.01268 2.40190 -2.94420 -0.087
H -1.22848 1.34829 1.10767 0.095
H -1.24537 2.09985 3.45881 0.109
H 0.72046 3.27412 4.39368 0.106
H 2.70339 3.69531 2.98519 0.107
H 2.73786 2.93453 0.64084 0.107
H 1.67289 2.05635 -3.59282 0.101
H 3.85935 1.67132 -4.65021 0.105
H 5.73952 0.77438 -3.31760 0.106
H 5.42341 0.26064 -0.91927 0.113
H 3.24178 0.59688 0.14067 0.088
H 0.63495 4.41324 -0.76352 0.109
H -0.52861 6.13853 -2.08636 0.107
H -2.01477 5.47774 -3.94847 0.105
H -2.31772 3.08819 -4.50224 0.107
H -1.14318 1.35096 -3.17627 0.106
```

The calculation puts the relative energy (zero: lowest compared OMol25 entry of this formula, charge and spin) at 0.5632 eV. As for the energy: -170178.2661 eV. For the HOMO-LUMO gap, the calculation gives 9.121 eV. For the highest occupied orbital energy, the calculation gives -9.13 eV.

Formula: C31H27ClFN3O9S2Ti
Source: the Open Molecules 2025 dataset
Level of theory: ωB97M-V with the def2-TZVPD basis set

XYZ file:
```
75
Properties=species:S:1:pos:R:3:lowdin_spin:R:1
Ti -0.09898 -0.61418 -0.12904 0.901
O 1.64343 -2.47836 -0.94096 0.004
S 0.37435 -3.01368 -1.40419 0.006
O 0.23745 -4.44287 -1.19096 0.002
O -0.76755 -2.26519 -0.79274 0.019
C 0.22436 -2.76097 -3.15145 0.001
C 0.30091 -3.84706 -4.00700 0.000
C 0.18962 -3.69710 -5.37704 0.001
C -0.01006 -2.40328 -5.92566 0.000
C -0.11462 -1.32519 -5.07906 0.001
C -0.01142 -1.47825 -3.70122 0.001
S -0.15961 -0.04937 -2.69140 0.003
O -0.00187 1.10213 -3.55865 0.000
O -1.42403 -0.05893 -1.95950 0.001
O 0.92260 -0.14035 -1.67360 0.005
H 0.44091 -4.81543 -3.54903 0.000
H 0.23486 -4.55382 -6.03282 0.000
H -0.08214 -2.27655 -6.99643 0.000
H -0.28268 -0.31921 -5.43216 0.000
C -3.61039 -4.32203 4.97475 0.004
C -2.16199 -4.03615 5.39750 0.008
C -1.51271 -5.35522 5.82263 0.001
C -0.02620 -5.16333 6.07777 0.003
C 0.61139 -4.62708 4.83005 0.053
C 1.92469 -5.00342 4.48920 0.134
C 2.46401 -4.53222 3.30998 0.014
F 3.72927 -4.95452 2.97571 -0.007
C 1.80189 -3.64523 2.49272 0.110
C 0.52125 -3.17993 2.87796 0.014
C -0.10722 -2.12625 2.16498 0.218
O 0.56272 -1.41928 1.27197 0.075
C -1.45157 -1.79117 2.52777 0.008
C -2.04315 -2.41480 3.58930 0.168
N -1.41655 -3.39726 4.33033 0.103
C -0.10689 -3.75566 4.02555 0.039
C -2.23250 -0.78316 1.75891 0.012
O -3.38373 -0.50101 2.10114 0.029
O -1.61821 -0.24154 0.75471 0.004
H -4.06784 -5.00850 5.68665 0.000
H -3.61235 -4.77561 3.98633 0.001
H -4.21656 -3.42157 4.93969 0.001
H -2.17463 -3.36398 6.27269 0.004
H -1.65526 -6.09110 5.02915 0.000
H -2.01577 -5.71474 6.72556 0.000
H 0.43942 -6.10785 6.36571 0.000
H 0.10769 -4.45796 6.90582 0.001
H 2.49814 -5.65852 5.12674 0.011
H 2.20323 -3.31435 1.54670 0.006
H -3.03967 -2.12424 3.87109 0.012
C 3.31108 -0.54629 2.14136 0.002
C 3.09830 0.45044 1.06325 0.004
N 1.95673 0.84039 0.54886 0.009
C 2.26260 1.81131 -0.36699 0.001
C 3.60689 2.00884 -0.40213 0.001
N 4.13722 1.14204 0.51948 0.001
H 2.36669 -1.05481 2.31633 0.001
H 3.64884 -0.06732 3.06204 0.000
H 4.05969 -1.28073 1.84346 0.000
H 1.49841 2.30951 -0.92817 0.000
H 4.21566 2.66650 -0.98562 0.000
H 5.11271 0.99647 0.71456 0.000
Cl -0.34705 8.25887 -0.15335 0.000
C -0.41469 6.52029 0.04173 0.001
C -0.66338 5.71245 -1.06781 0.000
C -0.70667 4.35549 -0.91902 0.000
C -0.51378 3.72202 0.35442 0.001
C -0.57535 2.36363 0.50131 0.004
C -0.25652 4.60668 1.45535 0.001
C -0.20933 5.96449 1.30035 0.000
H -0.82137 6.17230 -2.03546 0.000
H -0.88936 3.71680 -1.77328 0.000
H -0.81766 1.72942 -0.34917 0.002
H -0.43812 1.90305 1.47359 0.000
H -0.10338 4.16621 2.43216 0.000
H -0.01522 6.61616 2.14468 0.000
```

Its expectation value of S² is 2.04. Its total charge is -2. The calculation puts the relative energy (zero: lowest compared OMol25 entry of this formula, charge and spin) at 3.9407 eV. As for the energy: -115512.1387 eV. Its multiplicity is 3. For the HOMO-LUMO gap (spin up / spin down), the calculation gives 3.469 / 3.475 eV. For the highest occupied orbital energy (spin up / spin down), the calculation gives 0.52 / 0.50 eV.

Formula: C31H27DyN4O4S
Source: the Open Molecules 2025 dataset
Level of theory: ωB97M-V with the def2-TZVPD basis set

XYZ file:
```
68
Properties=species:S:1:pos:R:3:lowdin_spin:R:1
Dy 0.11757 -0.11492 -0.73724 5.065
C 2.74117 3.86260 -0.97150 0.000
C 1.82321 4.89274 -0.88930 0.000
C 0.47193 4.61181 -1.02507 0.000
C 0.08582 3.29512 -1.21326 0.000
N 0.96890 2.29874 -1.23651 -0.007
C 2.26518 2.57298 -1.14562 0.000
C -1.33993 2.90341 -1.47867 0.000
C -2.34041 3.84579 -1.63791 0.000
C -3.61503 3.40816 -1.96006 0.000
C -3.84551 2.06244 -2.14499 0.000
C -2.79118 1.17310 -1.97236 0.000
N -1.57550 1.59611 -1.62338 -0.008
C -2.94420 -0.29849 -2.20573 -0.001
C -4.17534 -0.88484 -2.43445 0.000
C -4.23348 -2.25249 -2.64213 0.000
C -3.06316 -2.98532 -2.62443 0.000
C -1.87088 -2.32486 -2.38130 0.000
N -1.81190 -1.00672 -2.17517 -0.008
H 3.80427 4.04596 -0.89944 0.000
H 2.14975 5.91337 -0.73481 0.000
H -0.25527 5.40874 -0.98865 0.000
H 2.92623 1.71793 -1.21941 0.000
H -2.13607 4.89991 -1.53179 0.000
H -4.41984 4.12133 -2.08411 0.000
H -4.82369 1.70736 -2.43038 0.000
H -5.08193 -0.29992 -2.41206 0.000
H -5.18860 -2.73735 -2.79681 0.000
H -3.06157 -4.05672 -2.76699 0.000
H -0.93167 -2.85775 -2.30242 0.000
O -3.47635 -1.07450 0.71729 0.000
C -2.31535 -1.40535 0.89493 0.000
O -1.31848 -0.55908 0.81191 -0.010
C -1.94642 -2.82033 1.24197 0.000
C -2.94135 -3.52689 1.92444 0.000
C -2.75279 -4.83020 2.33809 0.000
C -1.53966 -5.44715 2.04850 0.000
C -0.55509 -4.76446 1.35987 0.000
C -0.71511 -3.43498 0.92838 -0.001
S 0.60825 -2.76170 -0.03559 -0.010
H -3.87306 -3.01116 2.11727 0.000
H -3.53327 -5.35644 2.87230 0.000
H -1.36197 -6.47232 2.35418 0.000
H 0.37845 -5.26102 1.12333 0.000
C 2.03099 -1.33002 -3.14548 0.001
O 1.45544 -0.41517 -2.25751 -0.005
H 3.06414 -1.06275 -3.39371 0.000
H 1.47426 -1.36846 -4.08890 0.000
H 2.04216 -2.34229 -2.72680 0.000
C -1.37678 2.91073 2.01597 0.000
O -0.61897 1.94439 1.31403 -0.002
H -0.79341 3.83066 2.06105 0.000
H -1.59381 2.59319 3.03829 0.000
H -2.32499 3.12686 1.51099 0.000
H -1.09637 1.09019 1.36063 -0.001
N 1.93272 0.20126 0.93433 -0.012
C 2.93644 0.10230 1.47489 0.000
C 4.15633 -0.06657 2.23207 0.000
C 4.82307 1.04249 2.73815 0.000
C 5.98072 0.85274 3.47499 0.000
C 6.45561 -0.43426 3.69731 0.000
C 5.78366 -1.53612 3.18301 0.000
C 4.62596 -1.35831 2.44318 0.000
H 4.42977 2.03431 2.55921 0.000
H 6.51080 1.70702 3.87410 0.000
H 7.35702 -0.57993 4.27921 0.000
H 6.15880 -2.53584 3.35588 0.000
H 4.07977 -2.19906 2.03415 0.000
```

Its expectation value of S² is 9.33. As for the energy: -81659.0397 eV. Its multiplicity is 6. For the HOMO-LUMO gap (spin up / spin down), the calculation gives 6.029 / 6.035 eV. For the highest occupied orbital energy (spin up / spin down), the calculation gives -6.43 / -6.43 eV.